[1]
# C5H8O2

A cluster of 2 separate species, C5H8O2 in total in a non-equilibrium geometry (ωB97M-V with the def2-TZVPD basis set, OMol25).

Structure (SMILES): CC#CC(C)=O.O
Kohn-Sham gap in eV: 10.387
Highest occupied orbital energy in eV: -10.0479
LUMO level in eV: 0.339
DFT total energy in Eh: -345.70603
ΔE to the lowest compared entry with this formula, charge and spin in kcal per mole: 62.1
Charge: 0

CARTESIAN COORDINATES (ANGSTROEM)
C -1.60585 -1.50648 0.04822
C -0.21259 -0.90963 0.20389
C 0.91502 -0.50190 0.10938
C 2.33949 -0.16161 -0.13432
C 2.72906 1.29762 0.15102
O 3.19532 -0.93874 -0.65006
H -2.25335 -0.85029 -0.53521
H -2.11771 -1.51828 1.00905
H -1.52932 -2.53055 -0.38920
H 3.67620 1.29635 0.72278
H 1.89972 1.76002 0.69446
H 2.97925 1.70346 -0.89310
O -3.29168 1.04239 -0.50022
H -4.08331 0.61918 -0.09276
H -2.64027 1.19846 0.25609

---

[2]
# C4H12

A cluster of 2 separate species, C4H12 in total in a non-equilibrium geometry (ωB97M-V with the def2-TZVPD basis set, OMol25).

Structure (SMILES): CC.CC
Kohn-Sham gap in eV: 12.436
Highest occupied orbital energy in eV: -11.3627
LUMO level in eV: 1.073
DFT total energy in Eh: -159.55125
ΔE to the lowest compared entry with this formula, charge and spin in kcal per mole: 21.2
Charge: 0

CARTESIAN COORDINATES (ANGSTROEM)
C -0.81888 -0.84740 2.48401
C 0.27554 -1.72387 1.80796
H -0.72639 0.17876 2.13137
H -1.89486 -1.11616 2.17959
H -0.75477 -0.83812 3.58661
H 0.71124 -1.37808 0.88575
H -0.37971 -2.60813 1.63146
H 1.06943 -1.87207 2.48937
C 1.06715 1.36367 -2.47323
C -0.38710 1.20284 -1.79561
H 1.55462 2.30111 -2.17863
H 1.69493 0.57816 -2.05761
H 1.02865 1.34723 -3.51379
H -1.05650 0.44469 -2.30399
H -0.96813 2.14412 -2.07262
H -0.41521 0.82322 -0.80063

---

[3]
# C3H3FO2

A cluster of 2 separate species, C3H3FO2 in total in a non-equilibrium geometry (ωB97M-V with the def2-TZVPD basis set, OMol25).

Kohn-Sham gap (spin up / spin down) in eV: 6.779 / 7.259
Highest occupied orbital energy (spin up / spin down) in eV: -5.9835 / -9.9482
LUMO level (spin up / spin down) in eV: 0.796 / -2.690
DFT total energy in Eh: -366.20817
ΔE to the lowest compared entry with this formula, charge and spin in kcal per mole: 58.0
2S+1: 3
Charge: 0

CARTESIAN COORDINATES (ANGSTROEM)
C -0.20524 -0.79101 -0.45563
C 2.74343 -0.14090 0.28623
C -1.05468 -0.80312 0.47479
O 0.57780 -0.87428 -1.32392
O 2.85899 0.60032 -0.77343
F 3.01906 0.66217 1.34497
H -1.94008 -0.28084 0.38067
H 2.66260 -0.08644 -1.47608
H -0.84246 -1.02245 1.54348

---

[4]
# C17H16N2O5

An isolated molecule of C17H16N2O5 (ωB97M-V with the def2-TZVPD basis set, OMol25).

Structure (SMILES): COCCN1C(=O)c2ccc(C(=O)NCc3ccco3)cc2C1=O
Kohn-Sham gap in eV: 8.287
Highest occupied orbital energy in eV: -8.8146
LUMO level in eV: -0.528
DFT total energy in Eh: -1143.15334
ΔE to the lowest compared entry with this formula, charge and spin in kcal per mole: 3.1
Charge: 0

CARTESIAN COORDINATES (ANGSTROEM)
C 2.67464 5.79088 0.09432
O 2.62226 4.56642 0.77687
C 3.86777 3.91270 0.83663
C 3.68043 2.58959 1.57813
N 2.71767 1.75435 0.89971
C 2.92158 1.21296 -0.35784
O 3.94139 1.29508 -0.99570
C 1.65026 0.52738 -0.70231
C 1.28654 -0.18069 -1.82865
C 0.00393 -0.71628 -1.87326
C -0.88957 -0.53507 -0.82127
C -2.28843 -1.06995 -0.87712
O -3.23925 -0.44038 -0.46588
N -2.39845 -2.29541 -1.44733
C -3.66902 -2.99940 -1.47951
C -3.78588 -3.98096 -0.36004
C -4.17852 -3.82405 0.93634
C -4.03893 -5.09381 1.54802
C -3.56778 -5.92430 0.58036
O -3.40607 -5.26161 -0.57759
C -0.52103 0.20209 0.30817
C 0.75586 0.71494 0.35555
C 1.44618 1.50606 1.40690
O 1.05644 1.84658 2.49103
H 3.36069 6.49151 0.58653
H 1.66596 6.19774 0.11099
H 2.99857 5.65361 -0.94518
H 4.60491 4.52958 1.37372
H 4.24933 3.72125 -0.17752
H 4.63861 2.06711 1.63841
H 3.28096 2.77626 2.57732
H 1.97786 -0.31007 -2.64682
H -0.31124 -1.25707 -2.75390
H -1.56727 -2.84010 -1.61565
H -4.44530 -2.23706 -1.38324
H -3.76332 -3.51711 -2.43750
H -4.52392 -2.91773 1.38892
H -4.26082 -5.34737 2.56396
H -3.31901 -6.96685 0.58675
H -1.22802 0.35919 1.10768

---

[5]
# C3H3O2

A cluster of 2 separate species, C3H3O2 in total in a non-equilibrium geometry (ωB97M-V with the def2-TZVPD basis set, OMol25).

Kohn-Sham gap in eV: 9.488
Highest occupied orbital energy in eV: -15.4175
LUMO level in eV: -5.930
DFT total energy in Eh: -266.14652
ΔE to the lowest compared entry with this formula, charge and spin in kcal per mole: 79.1
Charge: +1

CARTESIAN COORDINATES (ANGSTROEM)
C 1.42877 -0.37774 -0.30535
C -0.77783 -0.97145 0.33983
C -1.03835 0.25644 0.18060
O 2.07843 0.43513 0.11819
O -1.15423 1.40788 -0.29923
H 1.25989 -1.11753 -1.05794
H -0.73608 -1.90525 0.74795
H -1.06060 2.27252 0.27595

---

[6]
# C4H15NO3

A cluster of 3 separate species, C4H15NO3 in total in a non-equilibrium geometry (ωB97M-V with the def2-TZVPD basis set, OMol25).

Structure (SMILES): CC(C)NCO.O.O
Kohn-Sham gap in eV: 9.112
Highest occupied orbital energy in eV: -8.8233
LUMO level in eV: 0.289
DFT total energy in Eh: -441.75124
ΔE to the lowest compared entry with this formula, charge and spin in kcal per mole: 82.0
Charge: 0

CARTESIAN COORDINATES (ANGSTROEM)
C -1.88916 -1.85892 0.35380
C -0.57002 -1.23036 -0.13111
C 0.84222 -1.86912 0.30567
N -0.31041 0.22392 -0.00198
C -0.02171 0.39507 1.41740
O -1.22723 0.80458 2.04403
H -2.47604 -2.31808 -0.54129
H -1.78664 -2.59880 1.23441
H -2.31617 -0.94018 0.80568
H -0.51081 -1.21614 -1.21664
H 1.77531 -1.34119 -0.09968
H 0.97458 -1.68066 1.43732
H 0.65169 -2.89346 0.04126
H -0.90704 1.02244 -0.39357
H 0.41515 -0.42499 2.14335
H 0.76973 1.05287 1.61983
H -1.44688 1.69473 1.63297
O -0.80514 1.35038 -2.76408
H -0.28483 0.57561 -3.01758
H -0.08618 1.98825 -2.45020
O 3.41308 1.53704 -0.65156
H 3.59032 1.53171 -1.54445
H 2.59709 1.82437 -0.33929

---

[7]
# C28H36As2ReSi

A structure of composition C28H36As2ReSi in a non-equilibrium geometry (ωB97M-V with the def2-TZVPD basis set, OMol25).

Kohn-Sham gap (spin up / spin down) in eV: 8.710 / 5.227
Highest occupied orbital energy (spin up / spin down) in eV: -14.0670 / -14.0581
LUMO level (spin up / spin down) in eV: -5.357 / -8.831
DFT total energy in Eh: -5927.22339
ΔE to the lowest compared entry with this formula, charge and spin in kcal per mole: 0.0
2S+1: 4
Charge: +2

CARTESIAN COORDINATES (ANGSTROEM)
C 1.38053 -1.66307 -1.99498
C 2.36397 -1.21710 -1.06446
C 2.29465 -2.06381 0.09463
H 3.06461 -0.40140 -1.20355
C 1.26919 -3.03261 -0.12136
C 0.69986 -2.78814 -1.42158
H -0.05054 -3.39494 -1.91584
H 1.21037 -1.25801 -2.98928
H 2.93124 -1.99027 0.96474
H 1.00354 -3.83596 0.55234
Re 0.40170 -1.08063 -0.18721
C 1.41102 3.52956 2.55457
H 1.41734 2.54299 3.03164
H 2.22432 4.11928 3.00360
H 1.63734 3.50099 1.48038
Si 0.66245 1.29538 0.52321
C 0.48314 2.58168 -0.84316
C 1.02903 2.30773 -2.10319
H 1.42943 1.31698 -2.31988
C 1.10368 3.31311 -3.06990
H 1.56813 3.09359 -4.02915
C 0.61168 4.59109 -2.78263
H 0.71605 5.38592 -3.51731
C -0.00556 4.84591 -1.55542
H -0.38674 5.84477 -1.32550
C -0.11165 3.82532 -0.60269
H -0.61677 3.99818 0.35029
C 2.51170 1.27966 0.98750
C 3.46159 2.08239 0.33518
H 3.14322 2.75824 -0.46434
C 4.79814 2.07273 0.74279
H 5.51732 2.73884 0.25911
C 5.20959 1.19056 1.75296
H 6.26413 1.12582 2.02484
C 4.27659 0.36612 2.39072
H 4.58727 -0.34391 3.16105
C 2.92061 0.45463 2.04396
H 2.18328 -0.14095 2.58928
H -0.23717 1.71798 1.62472
H 0.41841 3.99815 2.66857
C -1.19066 -2.91844 3.15265
As -1.35820 -1.72549 1.61403
C -2.39707 -0.23542 2.34467
C -2.67183 -2.74699 0.50563
C -3.29449 -3.91012 0.95244
C -4.12419 -4.63265 0.07522
C -4.28268 -4.21108 -1.25117
C -3.62519 -3.06118 -1.70898
C -2.84203 -2.32067 -0.82770
As -1.78801 -0.73001 -1.41162
C -1.75372 -0.87056 -3.35074
C -2.99164 0.78340 -1.06817
H -0.36880 -2.54170 3.76727
H -0.98763 -3.94114 2.81387
H -2.14601 -2.85330 3.69655
H -3.06473 -0.63231 3.11711
H -2.97552 0.24631 1.55524
H -1.69166 0.47167 2.78864
H -3.11183 -4.25952 1.96726
H -4.64516 -5.51860 0.43593
H -4.93267 -4.76682 -1.92972
H -3.70555 -2.74257 -2.74640
H -2.79009 -0.81189 -3.70072
H -1.15151 -0.04269 -3.73612
H -1.30757 -1.83417 -3.60069
H -4.02268 0.39951 -1.07268
H -2.73788 1.25074 -0.11292
H -2.83769 1.48888 -1.89353

---

[8]
# C10H20Br6O2S

A cluster of 4 separate species, C10H20Br6O2S in total in a non-equilibrium geometry (ωB97M-V with the def2-TZVPD basis set, OMol25).

Structure (SMILES): O=S1(=O)CCCC1.BrCCBr.BrCCBr.BrCCBr
Kohn-Sham gap in eV: 10.238
Highest occupied orbital energy in eV: -10.0809
LUMO level in eV: 0.157
DFT total energy in Eh: -16385.75799
ΔE to the lowest compared entry with this formula, charge and spin in kcal per mole: 0.0
Charge: 0

CARTESIAN COORDINATES (ANGSTROEM)
O 2.02830 2.73977 -2.73300
S 1.81506 2.58238 -1.32733
O 2.51852 3.40633 -0.36657
C 0.09296 2.53747 -0.83248
C -0.03375 1.35077 0.10687
C 0.75037 0.21052 -0.47379
C 2.12306 0.81418 -0.87299
H -0.39974 2.32078 -1.78771
H -0.27661 3.48055 -0.44184
H 0.32599 1.61177 1.10398
H -1.09882 1.11056 0.18033
H 0.26034 -0.28060 -1.31797
H 0.91730 -0.58241 0.25678
H 2.54971 0.30198 -1.73040
H 2.77330 0.75929 -0.00368
Br -2.00727 0.20605 6.15582
C -0.97887 1.54396 5.15664
C 0.41808 1.08986 4.75403
Br 0.29135 -0.26985 3.35799
H -0.88376 2.40735 5.80779
H -1.52127 1.75089 4.24103
H 1.00765 0.68584 5.57317
H 1.00839 1.90035 4.33258
Br 1.58564 -0.81220 -4.34709
C -0.26732 -0.17705 -4.35656
C -1.24213 -1.33317 -4.28446
Br -0.87111 -2.70482 -2.96174
H -0.35700 0.50285 -5.20391
H -0.43686 0.54702 -3.55448
H -1.27899 -1.85726 -5.23723
H -2.25204 -0.96097 -4.11838
Br -2.47334 -1.56348 0.22729
C -1.60741 -3.25184 0.73895
C -0.11214 -3.01756 0.59475
Br 1.01345 -4.61235 0.48488
H -1.91856 -4.00949 0.02572
H -1.82509 -3.51280 1.76903
H 0.27853 -2.42267 1.41611
H 0.08412 -2.49200 -0.33215